No. 1
Entry from the Open Molecules 2025 dataset: C56H46BClF3GaNO8PTe as an isolated structure in a non-equilibrium geometry (wB97M-V/def2-TZVPD).

Positions of all 119 atoms, in Å:
Ga  1.33  0.63  -0.68
O  2.57  0.10  3.37
Cl  2.20  1.04  2.35
O  3.08  2.12  2.21
O  0.83  1.43  2.40
O  2.34  0.37  1.05
O  1.17  -1.73  -2.83
B  1.92  -1.08  -1.86
O  3.18  -1.69  -1.69
C  3.17  -2.74  -2.55
C  4.22  -3.64  -2.74
C  3.79  -4.65  -3.62
C  2.58  -4.76  -4.22
C  1.62  -3.78  -4.08
C  1.97  -2.74  -3.22
H  5.18  -3.71  -2.32
H  4.53  -5.44  -3.65
H  2.34  -5.70  -4.80
H  0.62  -3.94  -4.47
F  -6.11  -1.20  4.90
C  -6.16  -1.52  3.59
F  -7.35  -0.99  3.11
F  -6.21  -2.89  3.57
C  -5.03  -1.02  2.83
C  -5.03  -1.07  1.46
C  -3.95  -0.70  0.68
C  -2.73  -0.30  1.31
C  -2.78  -0.14  2.68
C  -3.86  -0.50  3.43
C  -1.54  -0.02  0.58
C  -0.44  0.18  0.13
H  -5.94  -1.44  0.91
H  -4.03  -0.82  -0.43
H  -1.87  0.18  3.16
H  -3.82  -0.35  4.49
C  -2.12  8.30  4.52
C  -1.76  7.53  3.28
C  -0.46  7.42  2.75
C  -0.11  6.89  1.52
C  1.39  6.87  1.20
C  -1.15  6.21  0.74
Te  -0.40  4.90  -0.79
N  1.27  2.30  -1.38
C  2.07  2.81  -2.26
O  1.87  3.82  -2.94
C  3.34  2.09  -2.61
C  4.24  1.84  -1.55
C  5.45  1.31  -1.94
C  5.78  1.00  -3.26
C  4.88  1.34  -4.25
C  3.64  1.80  -3.90
C  -1.82  5.22  -2.29
C  -2.54  6.42  -2.32
C  -3.48  6.70  -3.32
C  -3.70  5.75  -4.30
C  -2.96  4.54  -4.25
C  -2.09  4.20  -3.24
C  -1.49  2.83  -3.20
C  -2.43  6.28  1.22
C  -3.64  5.67  0.52
C  -2.73  6.96  2.46
H  -1.44  9.15  4.47
H  -1.79  7.79  5.39
H  -3.16  8.53  4.64
H  0.36  7.92  3.24
H  1.88  7.73  1.62
H  1.69  6.83  0.14
H  1.77  6.05  1.72
H  4.08  2.04  -0.52
H  6.16  1.19  -1.14
H  6.76  0.64  -3.58
H  5.12  1.09  -5.28
H  2.84  2.10  -4.62
H  -2.32  7.14  -1.55
H  -3.99  7.62  -3.29
H  -4.34  5.95  -5.09
H  -3.04  3.81  -5.11
H  -0.68  2.77  -3.91
H  -2.21  2.04  -3.63
H  -1.17  2.57  -2.21
H  -3.40  4.71  0.13
H  -3.95  6.27  -0.31
H  -4.47  5.60  1.22
H  -3.78  7.00  2.68
O  0.47  -3.65  -0.84
P  0.61  -4.66  0.25
C  0.60  -6.39  -0.30
C  0.38  -7.45  0.57
C  0.35  -8.77  0.19
C  0.74  -9.02  -1.12
C  1.15  -7.96  -1.97
C  1.03  -6.61  -1.60
C  -0.74  -4.28  1.43
C  -2.00  -3.85  1.04
C  -3.00  -3.63  1.96
C  -2.84  -3.96  3.28
C  -1.55  -4.27  3.71
C  -0.55  -4.45  2.80
C  2.11  -4.45  1.19
C  2.49  -3.13  1.43
C  3.73  -2.86  2.01
C  4.51  -3.92  2.41
C  4.15  -5.21  2.14
C  2.93  -5.50  1.54
H  0.04  -7.11  1.57
H  0.16  -9.57  0.92
H  0.83  -10.03  -1.57
H  1.51  -8.17  -2.98
H  1.19  -5.76  -2.29
H  -2.19  -3.63  0.06
H  -4.02  -3.36  1.66
H  -3.77  -3.85  3.92
H  -1.46  -4.39  4.75
H  0.39  -4.72  3.20
H  1.84  -2.34  1.14
H  4.17  -1.90  2.22
H  5.44  -3.63  2.91
H  4.84  -5.94  2.47
H  2.64  -6.55  1.37

Summary:
Charge   -1
2S+1   2
HOMO-LUMO gap (spin up / spin down)   7.299 / 5.434 eV
<S²>   0.7574
Energy above the lowest of the compared OMol25 structures with the same formula, charge and spin   66.06 kcal/mol
Lowest unoccupied orbital energy (spin up / spin down)   0.0799 / 0.0124 hartree

Atom charges from the Mulliken analysis, given in e for atoms 1 to 6: atom 1 (Ga): -2.19, atom 2 (O): -0.67, atom 3 (Cl): 1.87, atom 4 (O): -0.68, atom 5 (O): -0.60, atom 6 (O): -0.60

=====

No. 2
Entry from the Open Molecules 2025 dataset: C4H2O2 as an isolated structure in a non-equilibrium geometry (wB97M-V/def2-TZVPD).

Positions of all 8 atoms, in Å:
C  -0.34  -0.55  0.56
C  -0.70  0.78  0.45
C  0.90  -0.60  -0.32
C  0.14  1.23  -0.61
O  1.28  0.69  -0.70
O  1.16  -1.46  -1.09
H  -0.90  -1.36  0.93
H  -1.54  1.26  0.79

Summary:
HOMO-LUMO gap (spin up / spin down)   7.874 / 7.872 eV
Energy above the lowest of the compared OMol25 structures with the same formula, charge and spin   43.33 kcal/mol
Lowest unoccupied orbital energy (spin up / spin down)   -0.0361 / -0.0361 hartree

Atom charges from the Mulliken analysis, given in e for atoms 1 to 6: atom 1 (C): -0.48, atom 2 (C): -0.06, atom 3 (C): 0.52, atom 4 (C): -0.29, atom 5 (O): -0.07, atom 6 (O): -0.45

=====

No. 3
Entry from the Open Molecules 2025 dataset: CH4BBrO2 as an isolated structure in a non-equilibrium geometry (wB97M-V/def2-TZVPD).

Positions of all 9 atoms, in Å:
B  0.13  -0.02  0.45
C  -0.06  0.18  -1.15
O  1.11  -0.85  0.76
O  -0.77  0.63  1.29
Br  -0.75  -1.39  -1.94
H  -0.83  1.36  -1.42
H  0.75  0.67  -1.79
H  1.26  -1.16  1.60
H  -0.84  0.57  2.20

Summary:
HOMO-LUMO gap   9.734 eV
Energy above the lowest of the compared OMol25 structures with the same formula, charge and spin   29.06 kcal/mol
Lowest unoccupied orbital energy   0.0073 hartree

Atom charges from the Mulliken analysis, given in e for atoms 1 to 6: atom 1 (B): 0.58, atom 2 (C): -0.51, atom 3 (O): -0.47, atom 4 (O): -0.54, atom 5 (Br): -0.16, atom 6 (H): 0.21

=====

No. 4
Entry from the Open Molecules 2025 dataset: a 4-piece molecular cluster, C5H18N2O4 overall in a non-equilibrium geometry (wB97M-V/def2-TZVPD).

Positions of all 29 atoms, in Å:
N  0.79  1.39  1.57
C  1.08  0.03  1.12
C  1.75  0.05  -0.24
C  0.81  0.61  -1.38
C  -0.66  0.19  -1.20
N  -0.90  -1.23  -1.55
C  -0.74  -1.60  -2.85
O  -0.63  -0.80  -3.76
H  0.26  1.36  2.43
H  1.62  1.95  1.69
H  0.22  -0.63  1.17
H  1.75  -0.45  1.85
H  2.62  0.71  -0.19
H  1.95  -0.98  -0.53
H  0.90  1.68  -1.24
H  1.15  0.28  -2.35
H  -0.93  0.32  -0.16
H  -1.19  0.76  -1.95
H  -0.94  -1.78  -0.71
H  -0.83  -2.69  -3.00
O  1.96  3.75  -0.76
H  1.28  4.41  -0.58
H  1.56  2.96  -0.37
O  -0.28  -2.87  2.09
H  -0.07  -3.74  1.74
H  0.30  -2.71  2.84
O  -4.04  -0.12  1.86
H  -4.63  -0.85  1.62
H  -4.17  -0.01  2.80

Summary:
HOMO-LUMO gap   9.618 eV
SMILES   NCCCCNC=O.O.O.O
Energy above the lowest of the compared OMol25 structures with the same formula, charge and spin   37.56 kcal/mol
Lowest unoccupied orbital energy   0.0100 hartree

Atom charges from the Mulliken analysis, given in e for atoms 1 to 6: atom 1 (N): -0.53, atom 2 (C): -0.60, atom 3 (C): -0.72, atom 4 (C): -0.07, atom 5 (C): -1.00, atom 6 (N): -0.07

=====

Across the entries above, calculated total energy takes the values -166992.236 -8270.650 -75916.882 -16646.818 eV, respectively.